1.
The following is a DFT calculation (ωB97M-V with the def2-TZVPD basis set) of a molecular structure, C32H85FO11Zn in a non-equilibrium geometry.

```
130
Properties=species:S:1:pos:R:3:mulliken_charge:R:1
H 1.487 -1.288 6.378 0.42
O -2.924 1.253 -2.173 -0.13
O -0.344 1.469 -3.375 0.53
H -0.527 -3.688 3.065 0.75
O 1.938 -5.456 1.663 -0.53
H -4.793 -2.239 0.175 0.30
O -1.957 2.955 0.108 -0.41
H 0.546 -5.865 3.097 0.31
H -0.825 -0.820 3.254 -0.21
H 1.190 -0.740 -0.664 0.20
H -5.234 -1.695 1.783 0.40
H 4.913 0.875 -2.680 0.49
C 0.431 -3.841 2.564 -0.56
C -1.450 -3.192 -2.273 -0.59
H -1.703 1.372 2.232 0.24
C -0.049 1.231 -5.754 -1.47
C -0.267 -2.663 -3.118 0.89
C 0.242 5.994 2.651 -1.49
H -1.020 0.375 4.512 0.34
H 2.293 2.449 -5.196 0.47
H -4.664 3.517 1.936 0.45
H 0.919 6.379 3.413 0.42
H -1.332 3.508 0.621 0.45
H -1.154 -1.388 4.937 0.40
H -1.810 -4.171 -2.592 0.62
C 5.240 1.914 -0.800 0.08
H -3.417 1.617 0.623 -0.23
H 4.539 -0.118 -1.217 0.32
O -0.642 0.260 -0.677 2.72
H 0.946 3.347 2.675 0.01
H 1.773 5.832 1.131 0.34
C -0.461 -5.699 1.178 -1.15
H -4.760 3.619 0.209 0.28
C 1.471 -2.028 4.070 -0.72
C -3.364 -0.879 1.075 0.96
C -2.421 -1.951 1.614 -0.27
H -0.021 -1.313 0.465 -0.96
C 0.254 2.085 -4.525 0.56
H -0.565 -4.197 -4.657 0.46
H -2.278 -2.484 -2.350 -0.22
H -1.432 -1.493 1.664 -1.02
C 0.618 -5.284 2.167 -0.17
C 4.483 2.196 0.490 -0.32
O 0.005 4.777 0.667 -0.61
H -1.843 -0.227 -0.133 -0.38
C -4.058 3.690 1.041 -1.71
H -1.851 3.020 2.807 0.38
H -4.216 -0.897 -2.930 0.16
H -1.159 -2.569 -5.060 0.31
H -5.115 2.681 -2.256 0.25
H -1.356 -5.840 1.798 0.33
H 4.573 -0.865 2.272 0.43
H -1.250 -3.209 -1.198 -0.15
H -3.342 -0.100 1.848 -0.17
H 0.380 1.741 -6.621 0.47
C 0.382 -0.391 0.008 0.16
H 1.102 -2.858 4.671 0.83
Zn -1.038 2.135 -1.550 0.35
H 2.101 1.229 -3.876 0.12
C -2.404 2.199 2.341 -1.82
O 1.142 -0.512 5.934 -0.64
H 2.681 -3.663 -0.409 0.28
H 4.255 -0.305 0.612 -0.74
C -5.250 1.646 -2.574 -1.05
O 3.838 -3.310 2.025 -0.72
C -0.663 -0.637 4.320 -0.70
H -3.579 1.803 -4.035 0.41
O -0.338 -1.246 -3.088 -0.71
H 0.440 -3.132 1.732 -0.22
H -2.753 -2.363 2.572 0.66
H 3.011 -2.047 -0.980 0.21
C -3.922 1.191 -3.197 0.53
H 4.985 3.007 1.014 0.47
H 3.432 1.086 -1.703 -0.22
H -5.378 -0.590 0.406 0.40
H 0.595 -2.967 -5.068 0.40
H 0.385 4.086 0.071 0.11
F 0.614 3.087 -1.127 -0.89
H -3.624 4.687 1.066 0.34
H -1.118 1.165 -5.960 0.30
H -0.255 -0.996 -2.144 -0.56
C 1.002 5.201 1.586 0.58
H 0.417 0.248 -5.704 0.32
C 1.767 2.188 -4.276 -1.10
H 2.444 -1.936 1.354 -1.70
C 3.374 -2.826 -0.303 -1.55
H -6.056 1.595 -3.303 0.47
H 1.190 -3.505 3.274 0.51
H -0.267 0.509 -3.484 0.03
H -5.365 1.046 -1.672 0.02
C -3.018 2.567 0.989 1.89
O 5.278 3.111 -1.587 -0.63
C 1.057 0.458 1.072 1.21
H -4.742 -0.314 -4.554 0.48
H -3.193 1.911 3.040 0.55
H 2.337 3.461 1.510 -0.19
H 1.317 -2.124 2.997 -0.57
H -2.977 0.450 -1.620 -0.26
H 0.702 -3.055 -2.789 -0.12
H -2.361 -2.826 0.962 0.37
H 2.327 4.318 3.049 0.57
H -0.694 -4.938 0.434 0.13
H -0.267 6.850 2.204 0.37
H 6.258 1.645 -0.521 0.44
C -4.768 -1.381 0.849 -1.82
H -3.033 -0.557 -4.163 0.13
H 3.437 2.385 0.247 -0.54
H -0.110 3.110 -4.613 0.46
H 1.532 1.346 0.648 -0.61
C 3.463 -2.286 1.129 3.18
H -0.549 5.351 3.039 0.26
H 4.358 -3.161 -0.640 0.45
H 1.904 -0.157 1.401 -0.20
H 4.378 3.372 -1.808 0.34
H 4.515 1.283 1.093 0.28
H -0.417 -6.656 0.651 0.47
C 4.506 0.878 -1.672 -0.72
C 1.699 3.992 2.215 -0.49
H 1.348 0.102 4.036 -0.36
H 2.034 -6.365 1.365 0.31
O -2.804 -0.472 -0.167 -0.32
C -0.360 -3.131 -4.568 -1.74
C 0.842 -0.713 4.558 1.03
H 1.994 2.960 -3.542 0.19
H 2.545 -1.889 4.211 0.37
C -3.995 -0.225 -3.768 -1.17
H 0.391 0.802 1.862 -0.67
H 5.455 -1.591 0.934 0.44
C 4.492 -1.171 1.228 -1.07
H 3.335 -4.117 1.826 0.38
```

Output
energy relative to the best compared isomer or geometry (same formula, charge and spin) = 45.9 kJ/mol
HOMO level = -0.3341 Eh
2S+1 = 1
net charge = 0
gap between HOMO and LUMO = 9.5 eV

2.
The following is a DFT calculation (ωB97M-V with the def2-TZVPD basis set) of 7 unconnected molecules or ions with the total composition C32H86Cl4N12O6P4 in a non-equilibrium geometry.

```
144
Properties=species:S:1:pos:R:3:mulliken_spin:R:1
H 1.414 4.821 -3.601 -0.01
O -5.596 0.350 -2.492 0.02
H -1.534 -7.040 2.330 0.01
C 3.608 2.762 -0.261 -0.02
H -0.816 -7.190 -0.195 -0.06
H -2.880 1.676 -5.592 0.00
H 0.167 5.062 -2.434 0.01
H -2.569 6.335 -2.297 0.00
N -0.788 1.913 -5.512 -0.06
H -0.010 0.799 9.162 -0.03
H -2.782 -2.383 -2.591 0.06
H -2.473 2.687 -4.384 0.00
H -5.715 -3.602 -1.751 -0.02
N 0.900 -3.330 0.965 0.06
P 1.247 -4.885 1.686 0.08
H -7.900 -2.847 -0.013 -0.01
H 6.113 -0.727 1.659 0.08
H -1.027 -5.391 -0.553 0.07
H 0.370 0.608 -6.762 0.01
H -7.286 -3.242 -2.487 -0.04
H -1.319 0.095 -6.274 0.01
H -2.213 3.283 -6.105 0.00
O 0.357 3.956 0.948 0.02
H -0.164 2.507 -1.361 -0.03
H -1.003 1.213 -7.549 0.01
C -2.145 2.457 -5.398 0.02
N -5.415 0.494 0.127 -0.29
C -0.443 1.795 9.075 0.20
H -0.499 3.594 7.614 -0.04
C -6.314 -2.824 -2.224 0.10
H 2.490 0.633 -3.286 0.05
H -1.504 2.264 -2.474 0.07
N 2.487 -5.558 0.753 -0.12
H -0.241 -1.570 1.294 0.22
H -1.054 0.177 2.816 0.03
C -6.630 1.214 0.510 0.15
H -4.049 2.088 0.035 0.03
H -0.878 2.140 4.615 0.22
H -1.088 -5.522 3.102 0.07
N 4.673 -0.622 0.192 -0.32
H -0.922 5.410 -0.681 0.01
H -4.087 -1.888 0.867 -0.23
C 3.191 2.149 -5.473 0.05
H 3.128 -7.247 1.766 0.04
H 3.427 3.205 -5.336 0.00
H 4.364 1.619 4.173 0.04
C -4.196 1.147 0.565 0.27
C -3.349 -1.999 0.072 -0.36
H 0.202 2.232 9.838 -0.01
H 4.986 -1.552 -1.724 0.05
Cl -3.648 7.882 -0.817 -0.01
P 3.628 0.400 1.044 -0.14
C -1.794 5.962 -0.331 -0.01
H -2.102 -5.428 1.744 -0.12
C -0.388 -6.188 -0.172 0.19
H 2.932 2.147 -0.854 0.03
O 1.532 -4.830 3.130 -0.08
C -0.657 0.913 -6.560 0.03
H 4.298 3.198 -0.984 0.06
H 4.597 -1.861 2.669 0.07
H 3.182 -1.594 3.717 0.06
H 2.373 -0.156 -4.768 -0.01
P -5.319 -0.435 -1.252 -0.04
H 3.310 -1.248 -1.249 0.08
O 2.217 0.178 0.638 0.02
C -2.287 6.900 -1.408 0.00
H -4.220 1.467 1.607 -0.01
C 1.849 0.587 -4.167 0.01
C -1.114 1.253 2.648 0.89
H 0.973 -4.024 -1.019 -0.07
H -1.318 1.763 0.557 -0.04
H -1.610 6.408 0.646 0.01
H 3.263 1.897 -6.531 0.01
H 3.020 2.018 3.187 0.06
H 4.460 -5.013 1.505 0.00
H -6.430 1.410 1.563 -0.08
Cl 1.391 2.324 7.118 -0.14
H -2.346 -1.819 0.458 0.35
H 3.023 3.546 0.221 0.00
C 0.624 -3.136 -0.491 0.01
H -0.062 1.272 -2.556 -0.02
N 4.368 1.918 0.691 -0.13
H 6.113 1.645 1.896 0.00
H -7.131 -1.646 0.893 0.00
C 2.729 -7.027 0.776 0.09
C 0.577 -2.139 1.735 0.02
O 0.751 4.121 -5.814 0.01
H -1.885 -0.954 -2.045 -0.03
H 4.305 -5.193 -0.250 -0.06
H 0.546 1.279 4.094 0.08
H 0.881 0.182 -3.873 0.04
C -0.282 1.890 3.737 -0.33
H -1.524 7.520 -1.879 0.00
N 1.850 1.860 -4.898 -0.10
H 3.611 -3.818 0.404 -0.03
H 6.409 -1.867 0.365 -0.05
N 3.991 0.110 2.722 -0.11
H -7.542 0.627 0.411 0.05
H -6.730 2.101 -0.116 0.02
O 0.250 3.043 3.059 -0.15
N 0.193 3.241 -3.358 0.02
H 1.844 -7.644 0.618 0.01
C -0.537 1.698 1.314 -0.52
H 1.129 -2.278 -0.934 -0.10
C -1.264 -6.001 2.139 0.35
H -3.337 0.493 0.416 -0.03
P 0.504 2.886 -5.031 -0.03
C 4.320 -0.838 -1.240 -0.06
H 6.452 2.123 0.240 0.03
H -3.353 -3.070 -0.127 0.33
H 4.351 0.095 -1.802 0.06
H 3.881 1.459 -4.987 -0.01
C -6.930 -2.363 0.097 0.22
H 0.087 -2.479 2.647 -0.21
H 1.460 -1.601 2.083 0.19
C 0.115 3.012 1.704 0.12
C -2.875 -1.341 -2.286 0.19
N -0.073 -5.883 1.264 -0.47
H 0.090 0.909 0.897 -0.15
H 1.664 4.021 -2.017 0.03
H -3.282 -0.709 -3.075 -0.04
H 0.534 -6.199 -0.752 0.03
C 5.753 2.253 1.066 0.08
N -6.388 -1.785 -1.192 -0.18
C -0.257 2.535 7.697 0.30
H 5.771 3.310 1.332 -0.01
Cl -2.998 4.670 -0.136 -0.02
C 0.926 4.346 -2.750 -0.06
C 3.794 -4.863 0.655 0.21
H 2.940 0.796 4.484 -0.12
N -3.686 -1.230 -1.099 -0.16
H 4.690 -1.010 4.307 -0.06
H 6.715 -0.132 0.144 0.03
C 3.526 1.167 3.643 0.08
H -2.140 1.574 2.831 -0.21
Cl -2.222 1.850 9.604 -0.05
C 6.037 -0.866 0.580 0.08
H -6.254 -3.184 0.336 -0.01
H -0.422 -2.993 -0.763 0.23
H -0.980 2.121 6.995 0.01
C 4.135 -1.181 3.385 0.05
H 3.438 -7.427 0.051 -0.04
H -5.829 -2.482 -3.138 0.05
C -0.417 2.290 -2.399 0.05
```

Output
HOMO level (alpha / beta) = 0.0230 / -0.2288 Eh
2S+1 = 2
net charge = -1
gap between HOMO and LUMO (alpha / beta) = 1.5 / 8.3 eV

3.
The following is a DFT calculation (ωB97M-V with the def2-TZVPD basis set) of 10 unconnected molecules or ions with the total composition C32H87N3O20 in a non-equilibrium geometry.

```
142
Properties=species:S:1:pos:R:3:mulliken_spin:R:1
H 2.898 -1.622 -1.030 -0.05
O 2.830 -2.817 2.123 -0.12
H 4.168 1.520 6.607 0.00
H -6.379 4.858 2.225 0.00
H 3.044 -1.147 5.696 0.01
C -5.080 -5.697 -3.723 0.00
H -2.683 -6.591 -3.762 0.00
O 4.308 -2.753 -0.382 -0.74
C -4.620 3.930 2.457 0.00
H -1.635 -7.935 -1.790 0.00
O 1.546 0.583 -0.909 -0.05
H -1.954 4.038 -6.859 0.00
H 7.946 -0.900 5.536 -0.03
O -1.891 -2.742 -5.291 -0.01
C 1.766 0.012 3.818 -0.07
H -2.615 2.923 -0.560 0.00
H 9.453 0.417 3.936 -0.05
H -5.700 -4.836 -3.476 0.00
H 4.303 0.132 7.642 -0.01
C -1.480 3.697 -4.247 0.00
C 0.063 3.945 3.716 -0.01
H 2.520 0.355 -2.718 -0.10
O 2.341 4.819 4.323 -0.01
H -2.278 -1.876 0.778 0.01
H 0.698 -0.431 -4.021 0.02
C -4.293 0.796 -2.268 0.00
H -3.786 -2.957 -3.488 0.00
O 7.811 1.092 5.025 -0.13
H 0.216 -4.108 -0.860 0.01
H -0.598 -4.096 -5.936 0.00
C 7.861 0.048 6.066 0.06
H -1.276 -1.865 -0.655 0.01
C -1.663 -3.083 -3.964 -0.01
O -1.434 3.258 -6.650 -0.01
H -0.728 2.023 -1.710 0.00
C -5.277 2.338 -3.779 0.00
O -5.013 1.832 1.189 0.00
H -1.448 -0.232 -2.916 0.00
O 1.376 4.263 -0.028 -0.09
O -0.715 2.792 -1.135 -0.04
C -1.783 2.680 -5.417 0.00
H -2.801 -3.090 -2.070 0.00
H -1.428 -4.145 -3.896 0.00
N -2.858 -1.162 -3.016 -0.01
C 1.575 0.705 -2.305 0.93
C -0.740 -5.877 -0.354 0.01
H 4.505 1.920 0.324 0.65
O -4.327 -6.135 -2.559 0.00
O 3.613 2.191 0.094 -1.39
H -2.855 2.521 -5.538 0.00
H 4.839 -2.364 0.317 0.25
C -1.408 -2.342 0.316 0.02
H -3.663 4.013 1.943 0.00
C -4.979 2.442 2.444 0.00
C 2.663 -1.854 1.112 -0.33
H -1.088 -2.766 -7.148 0.00
H -4.520 4.079 3.532 0.00
H -4.444 2.993 -4.036 0.00
H 0.170 4.312 2.696 0.00
O 2.801 0.615 4.625 0.02
H 4.545 3.725 -0.779 -0.08
H 2.339 0.993 -0.555 0.05
C 4.240 0.432 6.596 0.02
H -0.404 4.728 4.313 0.00
C -2.321 -7.089 -1.752 0.00
H -5.813 -6.451 -4.008 0.00
H -2.307 1.557 1.495 0.00
H 1.429 3.166 5.268 0.01
H 0.319 -4.425 0.817 -0.03
O -0.711 2.775 3.769 -0.01
H -1.429 -6.199 0.427 0.00
O -4.880 0.976 -3.583 0.00
O -2.153 4.939 -4.327 -0.01
H 2.111 0.101 6.480 0.00
H -3.245 -0.986 -3.932 0.00
H 8.698 0.192 6.750 0.01
H 0.135 -6.517 -0.472 0.00
C 6.632 0.145 6.976 0.00
C -2.830 -2.648 -3.066 0.00
N 5.506 -0.036 6.070 0.00
C -3.268 -6.944 -2.913 0.00
H -4.805 -1.219 -2.304 0.00
H -3.639 -7.957 -3.066 0.00
H -1.822 0.679 -0.004 0.01
H -0.430 2.214 3.043 0.00
H -0.752 -2.569 -3.660 0.00
H -4.393 -5.405 -4.517 0.00
C 2.566 4.207 -0.826 0.21
H 4.010 4.021 0.830 0.09
H 3.282 -0.977 1.298 0.27
N -1.429 -5.888 -1.641 0.00
C 3.704 3.555 -0.106 0.33
O -0.742 0.405 -2.787 -0.08
H 0.781 0.321 4.170 0.01
H -1.961 -5.031 -1.699 0.00
H 3.759 -3.049 2.059 0.18
H 2.560 5.163 3.454 0.01
H -6.006 2.429 2.808 0.00
H 1.944 3.010 3.535 -0.01
H 6.594 1.161 7.368 0.00
H 9.836 1.452 5.264 -0.01
H 5.685 0.549 5.267 0.01
O -5.577 4.709 1.719 0.00
H 2.294 3.623 -1.706 0.00
H -5.933 2.394 -4.647 0.00
H -5.850 2.107 0.807 0.00
C -1.564 1.468 0.703 -0.02
H 0.179 0.967 0.574 -0.02
H 1.762 0.451 2.820 0.07
H -1.458 3.498 0.663 0.01
H 1.489 1.741 -2.632 0.12
C 9.120 1.316 4.453 0.30
H -3.376 1.378 -2.176 0.00
H -1.292 1.724 -5.233 0.01
H 2.738 5.214 -1.205 -0.04
H -1.700 3.290 -3.260 0.01
H 9.190 2.231 3.864 -0.04
H -4.409 1.871 3.177 0.00
O -1.622 -3.703 0.133 0.01
H -3.418 -0.792 -1.131 0.00
C 1.459 3.635 4.285 0.05
H 0.064 -2.446 -5.835 0.00
H -0.415 3.915 -4.168 0.01
H -5.020 1.036 -1.493 0.00
H 1.607 -1.586 1.077 0.11
C -3.891 -0.659 -2.105 0.00
H 2.308 -3.190 -0.596 0.15
C -0.383 -4.454 -0.017 0.00
O -0.356 1.282 1.306 -0.10
C 0.527 -0.209 -2.967 -0.08
H -2.891 -7.305 -0.848 0.00
H 0.587 -1.159 -2.436 -0.01
H -5.698 2.793 -2.882 0.00
H -0.569 -2.200 0.997 0.00
C 2.985 -0.069 5.851 0.02
C 2.986 -2.401 -0.272 0.72
H 6.677 -0.665 7.704 0.00
C -0.798 -3.043 -6.135 0.03
C -1.642 2.745 -0.102 -0.01
H 1.953 -1.051 3.671 -0.04
H 0.664 3.775 -0.448 0.03
H -1.939 5.545 -3.615 0.00
```

Output
HOMO level (alpha / beta) = 0.0132 / -0.2397 Eh
2S+1 = 2
net charge = -1
gap between HOMO and LUMO (alpha / beta) = 1.4 / 8.3 eV

no.,energy (eV)
1,-108220.83170
2,-151992.93629
3,-80005.96919